(1)
{
  "formula": "C8H4F5IrN2O3Se3Te2",
  "method": "ωB97M-V/def2-TZVPD",
  "symbols": ["H", "C", "C", "O", "C", "Te", "N", "Se", "F", "C", "F", "O", "F", "H", "N", "Ir", "F", "C", "C", "O", "F", "Se", "C", "C", "Te", "H", "H", "Se"],
  "coordinates": [[2.82618, 0.22607, 0.30997], [0.68430, 0.25928, 0.41971], [-2.27044, 1.84771, -0.78748], [0.52480, 1.42488, 0.14650], [-2.78185, 3.23573, -0.53921], [4.01427, -5.09761, 0.12022], [2.12060, -1.72930, 0.83808], [3.15552, -4.46248, 2.43035], [-0.72252, 0.86368, -2.34817], [-1.38031, 1.90102, -1.89161], [-2.72380, 5.08193, -2.28128], [-2.32112, -3.94117, 1.47507], [-0.67795, 4.16801, 0.50922], [2.78045, -2.11058, 1.51576], [-1.61209, -3.07497, 1.20943], [0.20141, -2.54277, 1.09504], [-0.43451, 3.56405, -3.26836], [-1.24737, 3.17705, -2.34140], [-2.09153, 4.13289, -1.58406], [-0.27368, -0.64583, 0.37246], [-4.07706, 3.36399, -0.22157], [0.83093, -4.56286, 2.04169], [2.04122, -0.25275, 0.89242], [-1.80267, 4.26718, -0.13951], [3.22919, -7.57065, -0.08416], [2.15188, 0.06320, 1.92998], [2.45287, -2.03871, -0.07377], [-2.59671, 0.45298, 0.25468]],
  "lowdin_charge": [0.139, -0.614, -0.443, 0.075, -0.328, 0.137, -0.154, -0.119, 0.163, -0.239, 0.160, 0.031, 0.177, -0.014, -0.262, 0.820, 0.242, -0.049, -0.228, -0.373, 0.132, 0.115, -0.109, 0.028, 0.197, 0.143, 0.088, 1.284],
  "de_lowest_kj_mol": 86.4,
  "s2": 8.783,
  "total_charge": 1,
  "multiplicity": 6,
  "homo_lumo_gap_ev": [5.03, 4.26]
}

(2)
{
  "formula": "C3H7O",
  "method": "ωB97M-V/def2-TZVPD",
  "symbols": ["H", "H", "O", "C", "H", "C", "H", "C", "H", "H", "H"],
  "coordinates": [[-0.30312, -2.04709, -1.45149], [-0.26241, 1.95578, 0.06455], [-1.18496, -1.65921, -1.53361], [-0.20459, 0.54172, 1.66684], [0.11053, -0.46345, 1.93762], [0.86796, 0.29006, -0.55039], [1.42186, -0.59634, -0.24829], [0.11516, 0.98869, 0.40189], [0.98801, 0.60452, -1.58117], [-0.57344, 1.14808, 2.48527], [-0.97499, -0.76275, -1.19122]],
  "lowdin_charge": [0.007, 0.061, -0.140, -0.180, -0.009, -0.223, -0.002, -0.452, -0.017, -0.034, -0.011],
  "de_lowest_kj_mol": 97.9,
  "total_charge": -1,
  "homo_lumo_gap_ev": 5.91
}

(3)
{
  "formula": "C15H18O",
  "method": "ωB97M-V/def2-TZVPD",
  "symbols": ["H", "H", "O", "C", "H", "C", "C", "H", "C", "C", "C", "C", "C", "H", "H", "H", "H", "H", "C", "C", "H", "H", "C", "H", "H", "C", "C", "H", "H", "C", "C", "H", "H", "H"],
  "coordinates": [[-1.18415, -0.07358, -4.44134], [-2.76654, 1.39983, -3.02155], [-0.73069, -0.78854, 3.98126], [-0.77416, 1.05990, 2.58195], [-1.42325, 1.48855, 3.32549], [-0.16840, 1.69553, 1.45726], [-0.05107, -2.66141, -0.90128], [2.90624, 2.14771, 1.69869], [0.77392, 1.09980, 0.63203], [-1.96449, -0.97614, -0.84549], [3.13901, 1.97407, 0.64655], [-1.21660, -0.06626, -3.36739], [-2.31745, 0.47326, -2.68188], [0.01040, -2.77644, 0.17214], [3.75553, 2.73008, 0.17900], [-0.48510, -3.61250, -1.23677], [-0.54422, -1.74697, 4.04289], [-0.70778, 2.63532, 1.33971], [-2.58035, 0.16746, -1.34873], [-0.79706, -1.45945, -1.37613], [1.89533, 1.53983, -1.10262], [-3.32382, 0.72111, -0.79471], [-0.41127, -0.93223, -2.61793], [0.93250, -2.63439, -1.38181], [1.42025, 2.98832, -0.17925], [1.04094, -0.22728, 0.88975], [-0.36213, -0.27024, 2.77496], [0.49940, -2.06694, 2.04082], [3.61387, 0.99248, 0.63062], [1.76871, 1.95829, -0.09151], [0.42992, -1.00523, 1.87702], [-2.50877, -1.50356, -0.06033], [0.43141, -1.42386, -3.10209], [1.69988, -0.84650, 0.28066]],
  "lowdin_charge": [0.096, 0.095, 0.029, 0.008, 0.111, -0.034, -0.060, 0.078, -0.266, -0.066, -0.084, -0.075, -0.103, 0.045, 0.064, 0.090, 0.114, 0.112, -0.080, -0.299, 0.108, 0.102, -0.055, 0.080, 0.106, -0.072, -0.326, 0.103, 0.067, -0.207, -0.026, 0.120, 0.106, 0.120],
  "de_lowest_kj_mol": 169.4,
  "homo_lumo_gap_ev": 8.93
}

(4)
{
  "formula": "C44H83BBr2N6O11S",
  "method": "ωB97M-V/def2-TZVPD",
  "symbols": ["H", "H", "H", "H", "H", "H", "H", "H", "C", "H", "C", "H", "C", "H", "H", "C", "H", "H", "C", "H", "H", "H", "H", "O", "H", "N", "H", "C", "H", "H", "H", "C", "O", "N", "H", "H", "H", "C", "O", "H", "H", "H", "H", "H", "H", "C", "H", "H", "C", "H", "H", "C", "C", "C", "O", "C", "H", "H", "H", "N", "H", "C", "H", "H", "H", "H", "C", "H", "C", "O", "C", "H", "C", "C", "H", "C", "C", "O", "H", "C", "O", "H", "Br", "O", "H", "C", "C", "Br", "H", "C", "N", "N", "H", "H", "C", "C", "S", "C", "H", "H", "H", "O", "C", "O", "H", "H", "H", "C", "H", "H", "C", "H", "C", "H", "H", "C", "B", "H", "C", "H", "H", "N", "H", "C", "H", "C", "H", "H", "H", "C", "H", "H", "C", "H", "H", "O", "C", "C", "H", "H", "H", "H", "H", "H", "C", "H", "C", "C"],
  "coordinates": [[-9.99930, -6.86116, 2.61065], [-7.07831, -4.83278, 1.18655], [-1.43955, 9.64638, -2.94093], [1.44924, -4.08074, -1.92577], [7.37357, 1.36085, 0.38165], [2.34456, 3.04242, -2.05191], [6.50373, 2.56390, -0.57164], [4.21743, 0.03043, 6.05964], [-4.46892, -4.70710, 0.57433], [5.26218, -4.14910, -1.10318], [3.82624, -7.48107, 1.69811], [-0.55487, 5.52990, -5.32158], [-1.06374, -0.60640, -1.34861], [-1.86861, 10.25863, -4.54246], [0.97027, 3.55472, -5.17916], [4.75242, -5.73177, 0.21775], [7.59593, 1.77262, 5.59000], [2.34569, 1.33083, -1.59742], [6.82327, 1.03514, 5.36055], [1.34054, -0.51106, -4.38576], [-2.26452, 4.45202, -1.54973], [3.85115, -1.15135, 1.90587], [4.70086, -7.50919, 2.35792], [4.66884, 0.81477, -1.43563], [-3.30229, 0.54397, -1.44412], [-2.35436, -3.83206, -2.48709], [-2.14386, -3.78840, -3.47392], [-2.03635, -0.67793, -0.20357], [-8.39490, -6.96198, 3.31876], [6.17753, -1.14165, 3.86991], [-2.17089, 5.95824, -3.48693], [-2.16408, 12.20349, -2.51128], [3.32939, -4.65395, -1.44726], [-2.99346, 11.11085, -3.00963], [-0.36723, 11.15027, -1.83232], [4.30938, 0.58899, 4.01982], [5.81676, 2.01306, 0.94913], [0.22111, 2.93317, -3.29157], [2.74315, -9.00201, 0.06090], [1.91392, -1.35072, 2.91565], [-3.60927, 10.79626, -2.27319], [1.75478, -8.72925, -1.68166], [-5.60357, 8.33152, -2.98934], [5.58680, 2.45576, 4.38216], [-2.58432, -4.78227, -2.22513], [6.38902, 1.69881, 0.07495], [-1.68904, 12.68579, -3.37300], [3.65257, 2.63062, -3.99971], [3.93102, -8.67054, 0.75032], [-2.30504, -1.71139, -0.04903], [-3.73978, -5.31670, 0.04201], [-1.48891, 5.12143, -3.43950], [-8.94383, -6.65522, 2.41891], [3.57368, 1.80558, -3.28815], [-4.58229, -5.22949, 1.88169], [-8.83227, -5.15731, 2.15739], [-5.17031, 7.70103, -1.38858], [-6.80370, -6.81582, 0.49977], [4.15443, -9.54377, 1.36728], [5.13266, 0.67398, 3.43987], [-9.36580, -4.95013, 1.22684], [-1.55098, 4.27625, -2.34254], [-0.49568, 12.84335, -1.38296], [4.96661, -6.49957, -0.53772], [2.95173, -7.64735, 2.33132], [4.91875, -2.50098, 2.29526], [-6.60862, -4.76024, 3.15982], [-6.94136, -4.15944, 4.01320], [2.41797, -1.34879, 3.88744], [-8.59802, -7.48730, 1.33107], [2.32779, 2.02187, -2.43739], [-3.92738, 0.67145, 1.55123], [-7.21241, -7.63594, 1.09750], [-3.18007, 8.77487, -3.76921], [5.67973, -5.55119, 0.77194], [5.66506, 0.54418, -0.55624], [-3.34901, 0.11217, -0.45006], [-0.99825, -3.83341, -0.48902], [-6.58161, -5.80789, 3.48779], [4.39143, -4.46277, -0.52244], [3.68520, -1.96150, 3.81043], [-2.83699, 12.94290, -2.07144], [-1.14180, -0.23217, 1.48041], [-3.57976, 8.17655, -2.54476], [-5.41628, -4.74782, 0.02088], [0.07538, -1.74716, -3.14591], [-0.79104, -1.79473, -2.04997], [-4.78638, -1.23034, -0.58254], [-7.07888, -8.55894, 0.53450], [-2.01935, 10.30833, -0.00296], [1.09049, 1.80443, -3.22166], [-7.51732, -4.53560, 2.04657], [-6.65057, -7.71199, 2.03284], [-2.60401, 8.01991, -4.31170], [5.15525, -0.14941, 6.59323], [0.26431, 3.77919, -4.39138], [-0.71841, 2.10245, -0.87647], [2.07754, -4.14711, -1.04002], [-5.03651, 9.43290, -1.71320], [-4.12103, -3.67313, 0.58709], [4.97926, 2.80446, -2.01761], [6.02885, 0.95978, 6.52524], [-1.07000, 11.92035, -1.48803], [-1.52231, 11.61769, -0.18487], [-9.38202, -4.64415, 2.95473], [2.46581, -0.31496, 4.25203], [6.27144, -0.55578, 2.20284], [-0.69137, 3.18526, -2.27122], [4.91699, -0.30598, 7.64455], [-3.06772, 10.21893, -0.30366], [0.67220, -0.56009, -3.53779], [2.80780, -6.01680, 0.72857], [4.47810, -1.58357, 2.69249], [5.62247, -1.05678, 6.20044], [-4.05077, 9.03087, -4.38099], [-4.91109, 8.43550, -2.14926], [-1.39617, -3.20221, -1.64361], [6.87533, 1.80536, 3.38076], [-2.27951, 9.97403, -3.56780], [-0.54998, -3.22646, 0.10924], [-3.06727, 1.93959, 0.65263], [3.71566, -6.13099, 1.15685], [7.33875, 0.08126, 5.19060], [0.42490, 0.60339, -2.82787], [5.70759, 1.57293, -3.05579], [5.61003, -0.65352, 3.06684], [1.88770, -7.26077, -0.71183], [1.57014, -4.79669, -0.31852], [-5.14648, -3.32303, 2.47248], [6.10391, 1.53183, 4.11124], [3.49642, 0.88369, -3.86215], [4.76264, -8.56496, 0.04144], [-0.58074, 4.87843, -4.46019], [-4.59585, -4.42670, 3.74139], [-1.95735, 10.08601, 1.06156], [5.86525, -0.59777, -0.23002], [4.83298, 1.81237, -2.44995], [-5.18850, -4.35927, 2.82505], [2.18068, -3.14463, -0.60879], [1.82097, -1.92688, 4.59114], [-1.42466, 9.57054, -0.54983], [3.30805, -7.87631, -1.59671], [0.28901, -2.65231, -3.70028], [4.14921, -3.65583, 0.17691], [-3.78760, 1.12700, 0.57470], [-4.74114, 1.55028, 0.26628], [2.41849, -8.16360, -1.02846], [-0.44433, 0.58138, -1.73734]],
  "lowdin_charge": [0.121, 0.067, 0.103, 0.078, 0.092, 0.136, 0.070, 0.071, -0.126, 0.125, -0.200, 0.101, -0.250, 0.125, 0.115, -0.215, 0.121, 0.124, -0.230, 0.118, 0.107, 0.118, 0.116, -0.015, 0.088, 0.212, 0.083, -0.683, 0.112, 0.105, 0.083, -0.199, -0.175, -0.051, 0.112, 0.068, 0.089, -0.250, -0.179, 0.071, 0.068, 0.088, 0.090, 0.122, 0.080, 0.020, 0.117, 0.120, -0.231, 0.019, 0.085, -0.075, -0.232, -0.143, -0.181, -0.201, 0.089, 0.071, 0.121, -0.045, 0.121, -0.082, 0.121, 0.102, 0.121, 0.118, -0.217, 0.124, -0.115, -0.179, -0.147, 0.060, -0.099, -0.218, 0.124, -0.509, -0.721, 0.140, 0.102, -0.207, -0.182, 0.122, 0.763, -0.198, 0.077, -0.030, -0.050, 0.763, 0.088, -0.100, -0.052, -0.050, 0.089, 0.106, -0.098, -0.005, 1.049, -0.110, 0.074, 0.020, 0.119, -0.179, -0.231, -0.178, 0.116, 0.074, 0.103, -0.428, 0.089, 0.071, 0.018, 0.067, -0.212, 0.089, 0.125, -0.108, -0.669, 0.109, -0.216, 0.094, 0.037, -0.048, 0.113, -0.232, 0.135, -0.207, 0.071, 0.072, 0.119, -0.204, 0.115, 0.111, -0.074, 0.122, 0.089, 0.105, -0.185, -0.212, 0.097, 0.091, 0.088, 0.088, 0.113, 0.109, -0.217, 0.072, -0.100, -0.371],
  "homo_lumo_gap_ev": 8.67
}

(5)
{
  "formula": "C22H36Al2Cl3F6MgN3O7P2S2",
  "method": "ωB97M-V/def2-TZVPD",
  "symbols": ["C", "O", "H", "F", "H", "Al", "H", "H", "P", "N", "H", "H", "C", "H", "H", "S", "C", "C", "H", "H", "H", "O", "P", "H", "C", "H", "O", "C", "F", "F", "C", "H", "O", "C", "C", "O", "Cl", "O", "C", "H", "Cl", "H", "N", "H", "Cl", "C", "H", "C", "H", "C", "H", "C", "C", "H", "H", "H", "H", "C", "H", "C", "F", "C", "O", "H", "H", "N", "H", "S", "H", "C", "Mg", "C", "H", "Al", "H", "C", "H", "H", "F", "H", "H", "F", "H", "C"],
  "coordinates": [[-3.72909, -0.03395, -0.86146], [7.23072, 2.20768, -2.40525], [2.96801, 4.45971, 1.00360], [4.72516, -6.98580, 2.35077], [2.15508, 4.84568, -1.33953], [0.57407, -3.64472, 0.24964], [1.92138, -6.11859, -2.22910], [-6.67482, 3.01436, -1.04283], [-5.49192, 1.64343, 0.49453], [-2.34104, -3.47169, -0.29832], [-5.73993, 3.04380, 2.38926], [4.00257, 1.67975, -4.74460], [-2.97702, -1.22445, -1.10609], [1.40229, 6.02469, 2.13573], [4.73424, 1.47592, -3.13672], [-4.93564, -2.30691, 3.08512], [1.79636, 0.05097, -0.31577], [-4.55306, -0.85240, 1.25076], [0.65650, 0.34307, 2.05348], [-1.26539, 1.22761, 3.52918], [1.62880, -4.70381, -3.33722], [1.72321, -0.88396, 0.76915], [3.58949, -5.82884, 2.13910], [-0.02479, 4.98622, 1.81886], [1.89687, 4.35237, 0.73167], [0.01789, 1.23175, 4.77140], [8.61933, 3.05003, -3.87836], [-4.88229, 2.75124, 1.78608], [2.62856, -7.06401, 1.60714], [3.07089, -4.33682, 2.70313], [-3.03526, -2.22152, -0.16429], [-3.66284, 0.74293, -1.60958], [-0.30615, 3.06558, 3.84026], [0.51698, -0.00879, -1.17233], [1.05204, 4.96546, 1.99156], [1.42010, 3.16865, 0.63506], [-1.85286, 1.29726, 1.42752], [1.77680, -6.54313, -4.20516], [3.82469, 1.40780, -3.71224], [2.66174, -0.21379, -0.92960], [3.22894, -0.25379, -3.62597], [-0.87192, -3.02985, -2.24756], [-3.94545, -2.96471, 2.00148], [1.25007, 4.35484, 2.88206], [2.62846, 2.49918, -3.00046], [1.61486, 5.24901, -0.48765], [0.78447, 0.23008, -2.20184], [1.56535, -0.26156, 2.04242], [-5.79029, 1.76546, -1.89640], [-4.50355, 0.17338, 0.25756], [0.55348, 5.29171, -0.73152], [-2.18115, -1.31487, -2.38308], [-0.80072, 1.81742, 4.34234], [-0.53406, -1.51012, -0.15276], [3.20304, -5.52824, -3.18995], [0.94478, -2.03687, -0.98755], [1.47265, -1.05063, 2.78438], [-3.02361, -4.39561, -0.72569], [-4.92221, 3.19154, -1.31844], [-0.78759, -1.93981, -2.28451], [4.91842, -4.98499, 1.66105], [-5.72402, 2.48869, -1.08589], [6.54838, 2.47259, -4.32110], [1.95969, 6.27305, -0.32291], [-0.24777, -1.72587, -3.20745], [-5.20325, -0.88369, 2.42169], [-4.15312, 2.23413, 2.40384], [-3.87911, -5.56655, -1.26161], [2.42259, 0.37235, 2.27064], [-3.80894, -2.05169, 1.02196], [1.53189, 6.40646, 4.11505], [2.08045, -5.70938, -3.28478], [0.07061, 3.51317, 4.60291], [-5.94433, -2.65460, 0.14318], [-1.56012, 1.99551, 5.10946], [0.02426, -1.44450, -1.09780], [-0.22409, 0.70257, -0.80933], [-2.78611, -1.87771, -3.09897], [2.95481, -5.18981, 0.67797], [-4.45626, 3.65008, 1.34335], [1.94081, 1.05931, 0.07013], [3.07849, -6.25165, 3.63685], [-2.08231, -0.30769, -2.78576], [7.53177, 2.60091, -3.55392]],
  "lowdin_charge": [-0.050, 0.314, 0.150, -0.180, 0.049, 1.134, 0.181, 0.049, 0.978, 0.051, 0.043, 0.034, -0.141, -0.062, -0.005, 1.077, -0.207, -0.557, 0.033, -0.065, 0.089, -0.270, 0.398, 0.103, -0.535, 0.083, 0.303, -0.270, -0.209, -0.251, -0.225, 0.121, -0.192, -0.162, -0.091, 0.031, 0.017, 0.152, -0.988, 0.089, 0.555, 0.079, -0.195, 0.011, 0.564, -0.029, 0.070, -0.074, 0.044, -0.427, 0.095, -0.098, -0.189, 0.066, 0.206, -0.008, 0.096, -0.769, 0.056, -0.186, -0.195, -0.262, 0.287, 0.085, 0.126, -0.187, -0.008, 0.870, 0.097, -0.522, 1.141, -0.177, 0.039, 1.037, 0.081, -0.339, 0.071, 0.139, -0.373, 0.050, 0.088, -0.186, 0.127, -0.875],
  "de_lowest_kj_mol": 0.0,
  "total_charge": 2,
  "homo_lumo_gap_ev": 1.45
}